1.
C2H5ClN2 | ωB97M-V/def2-TZVPD

Values from the calculation:
* structure (SMILES): [H]/N=C(/C)NCl
* total charge: 0
* electronic energy: -648.819470 Eh
* HOMO energy: -9.159 eV
* strongest force on any atom: 4.364 eV Å⁻¹
* gap between HOMO and LUMO: 0.362 Ha

```
10
C2H5ClN2, DFT ωB97M-V/def2-TZVPD
C -0.14138 0.30142 0.11021
C 0.20633 0.45495 -1.29923
N -0.44513 1.17170 0.90435
N -0.03942 -1.32714 0.75840
Cl -0.44589 -1.29850 2.42360
H -0.29922 1.38332 -1.74026
H -0.22114 -0.43888 -1.82989
H 1.33001 0.55000 -1.59682
H -0.79726 0.91701 1.82298
H 0.85309 -1.71389 0.44666
```

---

2.
C3H7NO2 | ωB97M-V/def2-TZVPD

Values from the calculation:
* structure (SMILES): C[C@H](N)C(=O)O
* total charge: 0
* electronic energy: -323.708772 Eh
* HOMO energy: -9.413 eV
* strongest force on any atom: 3.702 eV Å⁻¹
* gap between HOMO and LUMO: 0.368 Ha

```
13
C3H7NO2, DFT ωB97M-V/def2-TZVPD
C 0.15756 -0.24397 0.36027
C -1.37503 -0.21923 0.10998
C 0.91498 0.97003 0.02793
H 0.16468 -2.11949 -0.03629
H 1.57798 -1.78115 -0.80003
H 0.36173 -0.42895 1.36886
H 1.96405 0.83547 0.24608
H 0.69873 1.14030 -1.08191
H 0.54733 1.84964 0.62554
H -1.62172 1.70420 -0.03639
N 0.67178 -1.35682 -0.48249
O -2.07622 -1.23768 0.14652
O -1.98585 0.88764 -0.44807
```

---

3.
C28H72AsF9N6O8 | ωB97M-V/def2-TZVPD

Values from the calculation:
* total charge: -2
* electronic energy: -5174.860621 Eh
* HOMO energy: -1.159 eV
* strongest force on any atom: 5.004 eV Å⁻¹
* gap between HOMO and LUMO: 0.159 Ha

```
124
C28H72AsF9N6O8, DFT ωB97M-V/def2-TZVPD
C -21.24663 -12.25981 9.96367
O -22.36931 -12.33809 9.07822
O -20.66700 -13.54888 9.76932
C -20.38910 -10.89731 9.93058
F -19.19305 -11.07329 10.54050
F -20.09414 -10.53258 8.57734
F -20.95053 -9.78643 10.48413
C -23.50610 -11.47777 9.32343
C -24.33361 -11.75092 8.15813
H -23.88802 -11.69977 7.16469
H -24.98689 -12.61958 8.24033
H -25.02711 -10.91737 8.04701
H -23.22151 -10.42614 9.35785
H -24.14887 -11.75819 10.15788
H -21.69932 -12.24576 10.95511
As -25.14672 -18.13469 12.69229
F -25.70841 -19.76397 12.06273
F -26.73720 -17.71527 13.43343
F -24.45792 -16.49111 13.16093
F -23.49578 -18.51026 12.01605
F -25.56593 -17.46237 11.09384
F -24.68310 -18.93332 14.28307
C -24.17247 -20.17089 6.31128
C -24.25589 -18.75443 5.59139
C -25.70501 -18.33804 5.25936
O -25.60664 -17.19188 4.45297
C -26.97314 -16.70834 4.12115
N -23.67867 -17.85543 6.61261
H -24.50102 -20.82660 5.50492
H -24.94335 -20.30414 7.07028
H -23.28485 -20.55693 6.81248
H -23.63278 -18.81128 4.69887
H -26.32981 -18.34874 6.15245
H -26.25731 -19.09936 4.70850
H -27.59702 -16.76967 5.01285
H -27.53430 -17.32951 3.42304
H -26.97871 -15.72008 3.66137
H -24.08396 -18.30412 7.42163
H -24.32028 -17.07633 6.65047
C -25.53328 -10.58079 18.04390
C -24.04854 -10.97078 17.94364
C -22.99939 -10.24115 18.81703
O -22.69486 -8.99355 18.25794
C -21.63172 -8.37339 18.94298
N -23.92358 -12.42820 17.96563
H -25.46930 -9.54078 17.72394
H -25.89441 -10.60576 19.07203
H -26.28954 -11.05599 17.41911
H -23.75799 -10.69375 16.93026
H -22.05494 -10.78190 18.75619
H -23.32462 -10.16715 19.85474
H -20.82992 -9.11105 18.91009
H -21.57634 -8.03542 19.97778
H -21.48268 -7.45498 18.37517
H -22.94990 -12.57619 17.74168
H -24.38361 -12.79647 17.14536
C -16.66829 -22.06047 10.59500
C -18.20318 -21.84611 10.47548
C -18.91143 -22.58657 11.70018
O -18.58573 -22.11859 12.99524
C -19.20753 -22.87866 13.96370
N -18.51189 -20.42224 10.66368
H -16.53742 -23.14255 10.58720
H -16.03758 -21.59233 11.35076
H -16.21249 -21.65083 9.69359
H -18.54519 -22.24063 9.51867
H -18.80375 -23.67060 11.66313
H -19.95448 -22.41172 11.43643
H -18.53906 -23.73178 14.07965
H -20.21566 -23.11763 13.62511
H -19.29746 -22.14649 14.76616
H -19.26375 -20.42565 11.33809
H -17.75795 -20.13564 11.27157
C -18.38138 -17.30969 16.77695
C -16.96213 -17.64262 17.02161
C -16.74315 -18.50460 18.25675
O -15.34596 -18.63529 18.67018
C -14.75382 -17.41793 19.09012
N -16.58680 -18.42888 15.92523
H -18.38374 -16.61054 15.94072
H -18.89318 -16.93091 17.66165
H -18.94922 -18.16650 16.41429
H -16.47196 -16.67299 16.93420
H -17.21904 -19.47502 18.11565
H -17.34700 -18.07833 19.05785
H -13.71683 -17.62405 19.35518
H -15.20290 -17.20168 20.05948
H -14.82924 -16.52712 18.46652
H -17.28267 -19.14173 15.75874
H -15.84831 -19.04649 16.23066
C -32.06284 -14.03163 9.01544
C -32.78812 -15.32119 9.45336
C -31.86554 -16.44856 9.88948
O -32.55234 -17.65516 10.17597
C -31.67775 -18.78488 10.33582
N -33.73107 -15.03685 10.50867
H -32.76131 -13.32370 8.56926
H -31.32593 -14.06763 8.21309
H -31.66906 -13.63191 9.94992
H -33.41226 -15.76700 8.67890
H -31.28721 -16.15738 10.76632
H -31.16990 -16.64673 9.07406
H -31.75001 -19.38236 9.42703
H -32.09379 -19.35944 11.16340
H -30.63501 -18.56614 10.56592
H -33.70545 -15.82505 11.13970
H -33.17573 -14.41698 11.08091
C -29.82578 -18.45789 19.48979
C -28.97350 -18.58582 20.69905
C -29.03563 -19.89242 21.52025
O -30.22072 -20.07419 22.22774
C -30.30528 -19.40841 23.46443
N -27.60050 -18.36445 20.38469
H -30.84973 -18.75686 19.71395
H -29.51411 -19.24228 18.80008
H -29.78804 -17.42478 19.14431
H -29.33238 -17.75066 21.30055
H -28.28231 -19.88751 22.30802
H -28.88319 -20.74884 20.86344
H -31.25933 -19.49515 23.98440
H -30.22802 -18.35148 23.20942
H -29.48442 -19.53593 24.17014
H -27.67391 -17.71452 19.61508
H -27.11037 -19.04287 19.81935
```

---

4.
C22H49HfNO4P2 | ωB97M-V/def2-TZVPD

Values from the calculation:
* total charge: +4
* electronic energy: -1952.484704 Eh
* HOMO energy: -21.577 eV
* strongest force on any atom: 9.954 eV Å⁻¹
* gap between HOMO and LUMO: 0.200 Ha

```
79
C22H49HfNO4P2, DFT ωB97M-V/def2-TZVPD
Hf -0.10782 0.00773 0.22282
C 0.87813 -1.41243 -1.16606
O 1.29701 -2.35185 -1.72640
C -0.47325 2.16610 0.51780
O -0.86737 3.12865 1.06608
P -1.82659 -0.09208 -1.76963
C -3.34237 -0.83789 -0.98311
H -4.09137 -0.78432 -1.78161
C -2.47633 1.52542 -2.44128
H -2.29388 2.19503 -1.57956
C -1.60927 -1.20777 -3.23068
H -1.38096 -2.17820 -2.75696
C 3.79584 -0.63998 -0.16588
P 2.43149 0.10573 0.83130
H 3.57773 -0.42843 2.82080
H 3.47616 -1.68817 -0.28662
C 3.16065 1.77010 1.23356
H 4.24142 1.56606 1.29550
C -1.65475 2.05690 -3.62227
H -2.02324 1.65643 -4.58124
H -0.57815 1.85458 -3.53655
H -1.78690 3.14946 -3.66023
C -3.98482 1.54572 -2.76720
H -4.18362 2.38988 -3.44573
H -4.59820 1.69544 -1.86850
H -4.32260 0.62839 -3.27473
C -2.87661 -1.38601 -4.08439
H -3.75284 -1.70293 -3.50266
H -2.67045 -2.18573 -4.81352
H -3.12413 -0.47506 -4.65197
C -0.40757 -0.82590 -4.11081
H -0.02957 -1.74569 -4.58369
H 0.42844 -0.38072 -3.55681
H -0.70398 -0.13670 -4.91588
C -3.16424 -2.32812 -0.63134
H -3.49809 -2.96248 -1.46934
H -3.77818 -2.56926 0.24852
H -2.13052 -2.62481 -0.39527
C -3.85114 0.01462 0.17565
H -3.18248 -0.04791 1.04283
H -4.83804 -0.36813 0.47085
H -3.97056 1.06810 -0.09319
C 5.16939 -0.62503 0.54777
H 5.11248 -0.76061 1.63708
H 5.71840 0.30696 0.33616
H 5.76603 -1.46127 0.14627
C 3.90890 -0.02816 -1.56551
H 4.23461 1.01895 -1.52951
C 1.52165 -0.57862 3.44207
H 2.97188 -0.09653 -2.12886
H 4.66996 -0.59316 -2.12526
C 2.81454 -2.35981 2.17838
H 0.72919 -1.33527 3.36502
H 1.92923 -0.63140 4.46635
H 1.06445 0.41735 3.32237
C 2.63810 -0.84969 2.42606
H 2.51968 -2.91054 3.08539
H 3.86400 -2.60312 1.95560
H 2.19023 -2.73319 1.34897
C 2.68522 2.34910 2.57011
H 1.60391 2.55989 2.54671
H 3.20588 3.30659 2.73145
H 2.91706 1.69665 3.42129
C 2.88517 2.77649 0.10573
H 3.12986 2.40118 -0.89660
H 3.50535 3.67056 0.29314
H 1.82362 3.07522 0.11203
H 0.03666 -1.80934 0.92684
H -0.67899 -1.83955 0.46125
N -1.59266 1.03737 4.34139
C -2.12599 -0.37494 4.16193
C -1.64292 -0.91324 2.83422
O -1.80267 -2.08859 2.54217
O -1.08391 0.01134 2.05906
H -0.57038 1.05872 4.46523
H -1.99214 1.42792 5.19390
H -1.85898 1.67186 3.56561
H -1.76127 -0.99005 4.98930
H -3.21254 -0.36782 4.19426
```

---

Number 1: M 92.5 g mol⁻¹. Number 2: M 89.1 g mol⁻¹. Number 3: M 866.8 g mol⁻¹. Number 4: M 632.1 g mol⁻¹.